Entry 1:
Below is a structure of composition C21H19Cl2FeN3O3, with properties calculated with ωB97M-V/def2-TZVPD.

The geometry in XYZ format:
```
49
Properties=species:S:1:pos:R:3:forces:R:3:mulliken_charge:R:1
C 3.5376 0.3090 -1.3660 0.537 0.181 -0.929 1.656
O 2.2279 0.1465 -3.3748 -2.727 -0.598 -0.545 -0.666
H -0.4641 -4.7056 0.5034 0.033 -0.160 0.050 0.442
C -1.3264 2.3289 0.8418 0.074 -0.134 -0.155 -0.461
H 5.5856 -0.3061 -1.5999 0.074 0.017 -0.052 0.395
C -1.9809 -0.1494 2.1561 -0.229 -0.060 0.325 -0.771
O 4.3195 0.8910 -3.5624 0.160 0.025 -0.355 -0.680
H -0.3235 0.6498 3.2458 0.088 0.046 -0.004 0.510
Cl -0.9035 1.1079 -4.3015 -0.082 0.117 -0.106 -0.054
H 2.0976 0.2255 -0.0408 -0.130 -0.052 0.066 0.245
C -4.0597 0.0071 5.7926 -0.267 -0.006 0.498 -0.049
C -0.8218 3.2763 -0.0152 0.003 0.091 0.047 -1.238
H -5.0125 -0.8852 3.4820 -0.041 0.028 0.008 0.448
H -2.2276 -0.3492 -5.6188 0.183 -0.008 0.111 0.353
N -4.6284 0.0572 6.7868 -0.175 0.020 0.296 -0.528
H 2.8828 2.3122 -0.8994 -0.051 0.079 -0.011 0.344
H 0.2510 -3.4827 -1.7907 0.094 -0.083 -0.116 0.498
C -3.9896 -0.5419 3.4236 0.009 0.039 0.148 -0.931
H 4.5985 2.1717 -1.3043 0.049 0.019 -0.022 0.422
H 4.0242 1.6262 0.2780 -0.007 0.014 0.113 0.489
N -0.3539 1.2551 -0.9179 0.476 -0.676 -0.923 0.851
N -0.3945 -1.7192 -0.8707 0.481 0.797 -1.115 0.394
C 3.7740 1.6952 -0.7816 -0.033 -0.192 -0.042 -1.790
Cl -0.8665 -1.7508 -4.2806 -0.008 -0.199 -0.062 -0.081
H -1.8584 2.4983 1.7577 -0.072 0.033 0.150 0.541
H 4.8951 -0.6671 -0.0042 0.026 -0.048 0.082 0.390
C -2.0266 0.3666 4.5054 -0.207 -0.062 0.055 -0.904
C -1.2763 -0.1857 0.8568 0.255 0.046 -0.292 0.567
C 3.3698 0.4660 -2.9407 0.783 0.092 2.010 0.303
C -1.0409 -2.6687 1.0998 0.063 0.148 -0.178 -0.601
H -1.5347 0.7147 5.4013 0.012 0.055 0.044 0.458
C -1.1876 -0.3328 -5.2971 0.135 0.048 -0.034 -0.303
C -3.3564 -0.0547 4.5672 0.500 -0.054 -0.774 0.570
C -3.3001 -0.5904 2.2292 0.162 0.039 -0.020 0.004
C -0.9363 -1.4477 0.3695 -0.204 -0.029 0.286 0.218
C -0.1688 -3.0227 -0.9118 -0.087 0.036 0.022 -0.372
H -0.8469 4.3426 0.0974 -0.044 0.189 0.004 0.471
H 4.4363 -1.6434 -1.4092 0.033 -0.093 -0.031 0.389
H -1.4032 -2.7665 2.1050 -0.095 -0.036 0.155 0.534
C -0.2391 2.5667 -1.0798 -0.041 -0.061 -0.059 -0.720
O 2.3317 -0.2540 -0.8416 -0.470 -0.098 -0.041 -0.324
H -0.4935 -0.3339 -6.1371 -0.100 0.021 0.213 0.323
H 0.2558 2.9707 -1.9473 0.086 0.088 -0.135 0.543
H -3.7792 -0.9629 1.3371 -0.062 -0.056 -0.083 0.513
C -0.5468 -3.6577 0.2882 -0.042 -0.088 -0.001 -1.104
C -1.3516 0.3253 3.3023 0.021 -0.073 -0.095 -0.188
C -1.0129 1.0594 0.2770 -0.192 0.007 0.241 0.292
Fe 0.4268 -0.2512 -2.3347 1.303 0.357 1.275 0.406
C 4.6963 -0.6415 -1.0753 -0.274 0.231 -0.020 -1.800
```
Forces are in eV/Å.

**LUMO level (alpha / beta)**: -1.05 / -1.10 eV
**Total charge**: 0
**HOMO energy (alpha / beta)**: -0.2918 / -0.2916 hartree
**Relative energy (zero: lowest compared OMol25 entry of this formula, charge and spin)**: 0.470 eV
**Multiplicity**: 5

***

Entry 2:
Below is a structure of composition C35H52OP3RuSb, with properties calculated with ωB97M-V/def2-TZVPD.

The geometry in XYZ format:
```
93
Properties=species:S:1:pos:R:3:forces:R:3:mulliken_charge:R:1
C 1.5035 -8.3764 -1.7131 0.336 -0.130 0.021 -0.426
H -1.5474 4.5763 1.1819 -0.108 0.041 -0.130 0.457
H -2.3677 2.8831 -0.1690 -0.122 -0.042 0.105 0.460
H -3.1195 4.1617 -4.1930 0.013 0.020 0.006 0.471
P -2.1799 -1.2580 0.3346 -3.644 -1.734 -0.157 0.756
C -1.3794 1.0697 3.5798 -0.100 0.084 -0.697 -1.004
C -0.6185 3.1299 -1.4112 -0.187 0.469 0.294 1.385
Ru -0.1245 -0.2142 0.3478 0.631 1.998 0.090 1.030
H 3.5195 2.6432 1.3928 0.061 -0.137 0.095 0.275
H -1.0648 -2.9324 -2.1163 0.113 0.001 -0.054 0.487
H 0.9078 3.4357 -2.9037 0.127 0.062 -0.093 0.566
C -1.1021 -7.4162 -2.0343 -2.744 1.036 -0.420 0.823
C 2.0242 -0.0499 0.5397 1.348 -1.918 0.457 -0.595
H -0.2010 -5.5900 -2.7135 0.022 -0.184 -0.009 0.499
H 2.1268 -0.2833 3.3560 -0.030 0.077 0.161 0.462
H 5.8862 5.6609 -0.4874 0.018 0.068 -0.024 0.452
P -0.2213 -0.0555 2.6641 -0.016 -0.231 3.543 0.889
C -2.2836 -3.0888 0.6602 0.812 0.244 0.072 -1.242
H -3.9563 3.5486 -1.9393 0.015 0.016 -0.004 0.493
C 0.3338 3.8431 1.9507 -1.238 0.051 -1.076 1.119
H 2.5671 0.2070 -0.3657 -0.241 -0.076 0.078 0.533
C 1.2794 -7.0807 -2.1850 -1.086 1.509 -0.515 -0.329
C -0.8393 4.6141 1.9931 -0.285 0.948 0.650 -0.573
C 2.5010 3.7805 -0.1400 0.298 -0.517 0.043 1.014
Sb 0.7174 2.6059 0.1757 -0.431 0.118 -0.268 -0.088
H 5.6473 3.8438 1.1782 -0.034 -0.005 -0.028 0.471
C -0.0154 -6.5950 -2.3477 2.014 0.567 -0.196 -0.200
C -1.1077 5.4539 3.0801 -0.637 -0.781 -1.827 -0.670
H -3.0147 -7.5639 -1.9581 -0.261 0.011 -0.084 0.354
H -1.8519 -3.3082 1.6394 -0.092 -0.070 -0.098 0.367
H 2.1212 -6.4390 -2.4297 -0.133 -0.142 0.007 0.421
H -1.6884 -3.6208 -0.0858 -0.083 -0.005 0.080 0.191
H -1.4997 0.7302 4.6146 0.134 -0.072 -0.246 0.488
C -1.9945 3.1480 -1.1500 0.056 0.044 -0.355 -0.530
H -4.4370 -1.3003 1.3408 0.309 0.065 -0.105 0.546
C 0.4127 -9.1882 -1.4033 -1.860 -0.395 0.167 -0.520
C 1.2469 3.9620 3.0166 0.523 0.993 1.601 -0.144
H 0.5704 -10.1981 -1.0354 -0.045 0.145 -0.067 0.424
C 2.6356 4.8081 -1.0801 0.294 0.299 0.074 -0.650
H 0.0953 -2.4151 3.1733 -0.079 -0.010 0.155 0.295
H 2.1813 3.4317 3.0136 0.244 -0.059 -0.067 0.256
C -0.8897 -8.7146 -1.5615 0.980 -1.710 0.612 -0.497
H -0.6853 4.0968 -4.6716 0.020 0.012 0.007 0.481
H -2.3568 1.1082 3.0983 0.053 0.063 0.136 0.240
H -3.7359 0.3394 1.3425 -0.074 -0.116 0.029 0.354
H -0.9605 2.0780 3.5918 -0.038 -0.046 -0.018 0.132
C -3.5212 -0.7211 1.5062 0.592 0.327 0.113 -1.310
H -1.7525 -0.1788 -3.1207 0.107 0.072 -0.087 0.285
C 0.9759 4.7987 4.1044 0.512 -0.850 -0.504 -0.835
H -0.4073 6.1931 4.9791 0.021 0.068 -0.018 0.479
H 1.9587 -1.1074 -3.5632 -0.106 0.094 0.218 0.519
C 3.8574 5.4861 -1.2036 -0.369 -0.513 0.335 -0.729
C 3.5976 3.4423 0.6697 0.371 0.219 0.001 -0.401
H 0.5627 -3.2506 -1.4980 -0.031 -0.046 -0.090 0.340
P 0.2375 -0.8676 -1.8440 0.687 -1.231 -3.331 0.849
C -2.4227 3.8696 -3.4188 0.315 -0.135 0.322 -0.701
C 1.9434 -0.7069 -2.5441 -0.148 0.099 0.572 -1.477
H 3.9628 6.2787 -1.9298 -0.066 0.020 -0.061 0.469
H 2.3901 0.5272 1.3844 -0.195 -0.270 -0.074 0.408
H -3.4647 -0.1875 -1.4573 -0.042 -0.089 -0.022 0.356
C -0.6745 -0.1278 -3.2775 -0.247 0.325 0.575 -1.101
H 1.6307 1.4197 3.2918 -0.015 -0.164 0.116 0.100
C -3.2646 -1.2253 -1.1768 0.595 0.270 -0.079 -1.328
H -0.4213 -1.5260 4.6370 0.019 0.107 -0.275 0.555
H 1.1187 0.3950 4.6590 -0.062 -0.018 -0.240 0.505
H 1.6875 4.8761 4.9178 -0.022 -0.029 -0.068 0.492
O -2.3611 -6.8924 -2.2115 2.722 -1.118 0.467 -0.376
H 0.3175 -2.9062 -3.2353 -0.015 0.253 0.186 0.583
H -4.2163 -1.7318 -0.9794 0.279 0.109 0.138 0.548
H 1.9159 -2.1791 0.0042 -0.441 0.273 -0.033 0.375
H -2.7797 -1.7228 -2.0195 -0.128 0.069 0.074 0.411
C 4.8109 4.1174 0.5474 -0.346 -0.080 -0.092 -0.872
C -2.8948 3.5233 -2.1496 0.371 -0.082 -0.084 -0.890
H -3.3168 -3.4574 0.6286 0.200 0.384 -0.033 0.478
H -2.0150 6.0439 3.1015 -0.054 -0.062 -0.019 0.510
H -1.6019 -1.9556 3.3791 0.129 0.016 0.092 0.384
C -0.2021 5.5413 4.1391 0.795 -0.008 0.732 -0.536
C -0.5718 -1.6394 3.5572 -0.027 0.001 -0.546 -1.191
H -0.4218 -0.6526 -4.2056 0.087 -0.048 0.313 0.511
H 2.6597 -1.2612 -1.9328 0.026 0.036 -0.171 0.441
H -0.3942 0.9235 -3.3840 -0.062 -0.102 0.032 0.267
H -3.2133 -0.8513 2.5458 -0.119 0.007 -0.110 0.432
H 1.7390 -1.8566 1.7566 -0.421 0.266 -0.120 0.350
C -0.1491 3.4668 -2.6850 -0.249 0.014 0.014 -1.020
C 1.6361 -1.4367 0.7541 1.299 1.562 -0.285 -1.256
C 4.9442 5.1408 -0.3914 -0.431 -0.227 0.029 -0.573
C -1.0508 3.8359 -3.6875 -0.185 -0.189 0.401 -0.684
H 2.2463 0.3430 -2.5664 0.007 -0.069 -0.088 0.343
C -0.0115 -2.6628 -2.2188 -0.141 0.093 0.504 -1.562
H -1.7394 -9.3506 -1.3188 0.166 0.047 -0.042 0.363
C 1.3160 0.4134 3.5818 -0.007 -0.084 -0.579 -1.238
H 1.8089 5.0960 -1.7070 -0.121 0.104 -0.097 0.558
H 2.5159 -8.7479 -1.5891 -0.101 0.019 -0.024 0.448
```
Forces are in eV/Å.

**LUMO level (alpha / beta)**: -10.26 / -14.04 eV
**Total charge**: +4
**HOMO energy (alpha / beta)**: -0.6556 / -0.6672 hartree
**Multiplicity**: 5

***

Entry 3:
Below is a cluster of 11 separate species, C4H30NO10 in total, with properties calculated with ωB97M-V/def2-TZVPD.

The geometry in XYZ format:
```
45
Properties=species:S:1:pos:R:3:forces:R:3:mulliken_charge:R:1
H -0.8091 -0.4903 1.1211 0.617 0.316 -0.119 0.407
O 3.1021 2.2483 0.3802 -0.748 0.185 0.342 -0.760
H -1.1936 2.9163 -1.0114 -0.061 -0.048 0.076 0.307
O 0.6520 2.9860 1.5209 0.734 -0.013 -0.065 -0.848
H -0.5569 1.0412 3.8504 0.153 -0.213 -0.127 0.293
C 1.5646 -2.2874 -0.2274 -0.732 -1.498 1.769 -0.624
H 3.8992 -0.2040 1.5930 0.894 -0.486 1.180 0.316
H 0.1891 -2.6424 1.4761 0.014 0.274 -0.962 0.319
H -3.4033 -0.5891 -3.3615 0.516 -0.323 -0.090 0.281
O -0.3647 -2.1647 -2.7352 0.306 0.157 0.198 -0.578
O -2.9198 -1.3302 -2.9584 -0.574 0.494 -0.106 -0.656
H 2.1646 -2.1198 0.6656 0.797 0.462 -0.654 0.338
H 1.2643 0.4874 0.2402 0.179 -0.403 -0.272 -0.441
H 1.0382 -1.3578 -2.0613 0.048 -0.404 1.621 0.448
H -0.3655 2.4982 0.2230 -0.976 0.155 -0.718 0.510
H -0.2505 -2.8414 -3.4030 -0.219 -0.076 -0.220 0.249
H 2.4391 -0.7882 -1.5649 0.331 0.421 1.145 0.369
H -5.0758 -1.6565 -0.0612 -0.044 0.095 0.111 0.289
H 0.4067 2.1371 1.9148 -0.113 0.340 0.372 0.322
C -0.3766 -0.8902 0.1963 -2.838 -1.190 -0.441 0.030
H -1.2717 -1.7966 -2.8130 -0.084 -0.088 -0.269 0.328
H 3.3895 1.4601 -1.1908 0.133 -0.104 -0.140 0.395
O -3.8969 0.8462 1.1023 -0.180 -0.517 0.025 -0.733
H -3.5160 -1.5530 -2.2215 0.065 -0.163 0.299 0.356
N 1.5611 -1.1282 -1.1387 -0.913 -0.274 -2.278 0.161
O 3.0658 -0.2358 2.0525 -2.131 0.580 -1.428 -0.622
H 0.3593 0.6494 -1.2374 -0.123 -0.581 0.139 0.454
O 3.5055 0.7650 -1.8764 -0.175 -0.137 0.095 -0.648
O -0.5900 1.9640 3.5769 -0.380 -0.534 0.805 -0.608
H 4.2483 1.0072 -2.4345 0.008 0.093 0.041 0.285
C 0.1381 -2.3298 0.4030 -0.013 -1.104 -0.790 -0.455
H -4.2919 1.7095 0.9723 0.188 0.286 -0.040 0.335
O -4.4718 -1.2212 -0.6652 0.250 -0.087 -0.537 -0.659
H -1.1527 2.3201 4.2796 0.051 0.388 -0.300 0.273
C 0.6810 -0.0858 -0.4914 1.113 0.853 0.147 -0.307
H -1.2869 -1.0062 -0.4497 0.799 0.407 0.308 -0.191
H 1.7891 -3.3076 -0.6066 0.229 1.167 -0.538 0.341
H 2.9034 -0.4140 2.9750 1.403 -0.123 0.235 0.266
H -4.2704 -0.3436 -0.3003 -0.268 -0.208 0.414 0.379
H 0.8944 3.5303 2.2842 -0.252 -0.039 -0.193 0.320
H -2.9630 0.9044 0.8840 0.200 0.514 -0.088 0.345
H 3.0578 1.5333 1.0284 0.335 -0.185 0.116 0.298
H 2.2630 2.7027 0.6260 0.508 0.087 -0.422 0.443
O -1.0876 2.1941 -0.3817 0.438 0.162 0.380 -0.580
H -0.4619 -3.1168 -0.1741 0.516 1.363 0.979 0.253
```
Forces are in eV/Å.

**LUMO level**: -2.65 eV
**Total charge**: +1
**HOMO energy**: -0.5131 hartree
**Relative energy (zero: lowest compared OMol25 entry of this formula, charge and spin)**: 1.033 eV

***

Entry 4:
Below is a structure of composition C17H19N4O4PdSbSe4, with properties calculated with ωB97M-V/def2-TZVPD.

The geometry in XYZ format:
```
50
Properties=species:S:1:pos:R:3:forces:R:3:mulliken_charge:R:1
H -2.9238 -0.9709 3.0064 -0.084 -0.134 -0.101 0.586
C -3.3891 -2.5728 -1.0599 -0.203 -0.058 0.339 -0.738
H -0.1148 -4.2492 -0.9896 -0.981 0.559 -0.098 0.401
N 6.0638 1.0525 -1.5072 -0.419 -0.299 -0.529 -0.261
C -4.6248 -1.9895 -0.8604 0.066 1.005 -0.003 -0.606
C 3.6908 0.6466 -0.6800 -0.112 0.108 0.076 -0.954
Se -2.4379 3.8979 -0.2556 0.435 -0.324 0.068 0.029
H 6.6898 1.0545 -2.3254 -0.262 -0.031 0.173 0.374
O 0.1570 -1.9276 -0.8382 -0.371 -0.210 0.157 -0.502
H 2.0747 0.8755 -1.9120 0.050 0.110 0.158 0.226
H -2.1042 1.3717 2.6471 0.270 -0.550 -0.048 0.653
O -1.0154 -3.8290 -1.0225 0.849 -0.279 0.212 -0.458
N -2.2465 -0.5349 -0.4489 -0.055 -0.146 -0.165 0.961
N -1.9200 -4.2460 2.7598 -0.510 -1.268 0.009 -0.446
C 0.8550 -0.3543 2.3178 0.498 0.200 0.487 0.326
O -2.3993 2.1264 0.3024 0.250 0.227 -0.400 -0.108
N 2.2978 0.3404 -1.0738 0.744 -0.032 -0.381 -0.082
C -2.2472 -1.8250 -0.8226 0.420 -0.078 0.332 0.251
H 1.1371 -2.4601 2.5406 -0.445 0.246 0.014 0.496
C 0.4195 -1.6332 2.5267 -0.627 -0.515 0.046 -0.962
H 1.9240 -0.1233 2.2601 -0.369 -0.210 -0.171 0.440
C -1.8857 -0.7944 2.7671 0.658 0.781 0.088 -1.015
H 4.3627 1.0763 -2.7410 -0.168 0.169 0.148 0.415
H 3.9688 -0.0740 0.0999 0.021 0.327 -0.013 0.425
H 4.8393 -0.5074 -2.1484 -0.145 0.160 0.043 0.362
Se -1.1751 4.8504 -3.6229 0.065 0.222 0.045 -0.149
Pd -0.0584 0.6674 -0.2790 -0.027 -0.216 -0.019 1.094
H -0.2788 2.9012 2.0870 0.346 -0.336 -0.130 0.266
Se -0.7050 1.2036 -2.6649 -0.093 -1.118 -0.033 -0.315
Se 1.8974 3.8507 -1.1998 0.123 -0.026 0.053 -0.405
O -4.6195 2.0762 0.1393 -0.226 -0.057 -0.140 -0.574
H 2.2582 -0.6399 -1.3551 -0.276 0.032 0.191 0.139
C 0.4158 2.0563 2.0209 -0.231 -0.200 0.441 -0.726
Sb -0.3716 3.4419 -1.7266 -0.273 1.416 0.054 0.829
C -1.4903 -3.1917 2.8063 0.544 0.902 -0.068 -0.091
C -3.4421 0.0411 -0.3209 -0.369 0.237 0.189 0.290
H 1.4854 2.2713 2.0065 -0.342 -0.054 -0.183 0.271
H -3.3084 -3.6157 -1.3103 0.082 -0.115 -0.093 0.598
C -0.9745 -1.8674 2.7230 0.546 0.584 -0.178 0.696
C 4.6765 0.5347 -1.8499 0.123 -0.638 -0.590 -0.703
C -0.0450 0.7474 2.3408 -0.213 0.782 -1.002 -0.492
C -3.5731 1.5098 0.0662 0.003 -0.601 -0.036 0.365
H 6.4725 0.4281 -0.8202 0.325 0.172 0.435 0.362
C -1.4340 0.5062 2.5677 -0.099 -0.463 0.530 -0.108
H 3.7491 1.6740 -0.2937 -0.250 -0.261 0.117 0.352
H 6.0032 2.0066 -1.1667 0.193 0.234 0.349 0.340
C -0.9084 -2.5141 -0.8785 0.586 0.279 -0.399 -0.067
C -4.6455 -0.6362 -0.5143 0.365 -0.651 0.119 -0.860
H -5.5432 -2.5449 -0.9685 -0.041 -0.058 -0.058 0.498
H -5.5568 -0.1070 -0.3288 -0.372 0.176 -0.036 0.577
```
Forces are in eV/Å.

**LUMO level (alpha / beta)**: -6.64 / -8.75 eV
**Total charge**: +2
**HOMO energy (alpha / beta)**: -0.4644 / -0.5098 hartree
**Relative energy (zero: lowest compared OMol25 entry of this formula, charge and spin)**: 1.414 eV
**Multiplicity**: 5

***

Which max |F| belongs to each record? In order, 2.8, 4.0, 3.1, 1.4 eV/A.
Which calculated total energy belongs to each record? In order, -3385.74598, -2797.77208, -977.35665, -11152.43755 a.u..